1.
Computed, not measured: CH2Cl3N as an isolated structure in a non-equilibrium geometry, with the ωB97M-V functional and the def2-TZVPD basis.

The geometry in XYZ format:
```
7
Properties=species:S:1:pos:R:3:forces:R:3
C 0.121 0.220 -0.388 1.4 0.6 2.0
N -0.533 -0.595 0.527 -0.7 0.1 -0.4
Cl 0.401 -0.488 -1.905 0.5 -1.1 -1.7
Cl -0.496 1.822 -0.708 -0.7 0.4 0.5
Cl 1.834 0.455 0.485 -0.5 0.1 -0.8
H -1.462 -0.379 0.860 0.4 0.1 -0.1
H 0.135 -1.033 1.129 -0.4 -0.2 0.5
```
Forces are in eV/Å.

gap between HOMO and LUMO: 10.8 eV
multiplicity: 1
calculated total energy: -40126.3398 eV
energy above the lowest of the compared OMol25 structures with the same formula, charge and spin: 12.0 kcal per mole
LUMO level: 0.48 eV


2.
Computed, not measured: CH2Cl3N as an isolated structure in a non-equilibrium geometry, with the ωB97M-V functional and the def2-TZVPD basis.

The geometry in XYZ format:
```
7
Properties=species:S:1:pos:R:3:forces:R:3
C -0.965 0.656 1.217 2.3 0.6 -1.9
N -0.206 -0.126 0.322 -0.4 0.6 -0.7
Cl -0.851 2.861 0.459 -0.2 -1.8 0.5
Cl -2.626 0.315 1.182 -0.4 0.2 0.1
Cl -0.209 0.885 2.787 -0.5 -0.4 -0.8
H 0.779 -0.322 0.559 -1.0 0.6 -0.1
H -0.403 -0.119 -0.747 0.1 0.2 2.9
```
Forces are in eV/Å.

gap between HOMO and LUMO: 9.2 eV
multiplicity: 1
calculated total energy: -40125.7688 eV
energy above the lowest of the compared OMol25 structures with the same formula, charge and spin: 25.2 kcal per mole
LUMO level: -0.76 eV


3.
Computed, not measured: the molecule CH2Cl4OP2S in a non-equilibrium geometry, with the ωB97M-V functional and the def2-TZVPD basis.

The geometry in XYZ format:
```
11
Properties=species:S:1:pos:R:3:forces:R:3
O -1.047 -1.652 -0.791 -0.4 -0.4 -0.4
P -0.133 -0.665 -1.345 0.7 -2.2 -0.2
Cl -0.788 0.776 -2.420 -1.1 1.2 -1.8
Cl 1.336 -1.555 -2.486 -0.5 0.5 0.4
C 0.626 0.237 -0.081 1.8 2.8 2.2
P -0.473 0.352 1.377 -1.4 1.1 -0.5
S -2.291 0.935 0.923 1.5 -0.5 0.8
Cl 0.570 1.764 2.516 -0.3 -0.9 -0.4
Cl -0.181 -1.409 2.292 -0.1 0.2 0.3
H 0.796 1.355 -0.271 -0.2 -1.6 -0.3
H 1.585 -0.137 0.286 -0.1 -0.3 -0.2
```
Forces are in eV/Å.

gap between HOMO and LUMO: 9.2 eV
multiplicity: 1
SMILES: O=P(Cl)(Cl)CP(=S)(Cl)Cl
calculated total energy: -82623.4961 eV
energy above the lowest of the compared OMol25 structures with the same formula, charge and spin: 0.0 kcal per mole
LUMO level: -0.34 eV


4.
Computed, not measured: the molecule CH2Cl4Si in a non-equilibrium geometry, with the ωB97M-V functional and the def2-TZVPD basis.

The geometry in XYZ format:
```
8
Properties=species:S:1:pos:R:3:forces:R:3
Cl 0.458 2.887 0.099 0.2 -0.9 -0.5
Si -0.407 1.079 -0.395 0.3 -3.0 0.4
C 0.275 -0.942 0.147 0.9 1.6 2.2
Cl 2.073 -0.970 0.455 -0.2 0.5 -0.4
Cl -0.419 -1.286 1.812 -0.2 0.2 -0.5
Cl -0.039 -2.328 -0.840 -0.6 0.2 -0.8
H -1.582 1.080 0.506 -0.1 0.0 -0.7
H -0.359 0.481 -1.783 -0.3 1.4 0.2
```
Forces are in eV/Å.

gap between HOMO and LUMO: 9.9 eV
multiplicity: 1
SMILES: Cl[SiH2]C(Cl)(Cl)Cl
calculated total energy: -59036.4282 eV
energy above the lowest of the compared OMol25 structures with the same formula, charge and spin: 118.3 kcal per mole
LUMO level: -0.22 eV


5.
Computed, not measured: the molecule CH2ClFO2S2 in a non-equilibrium geometry, with the ωB97M-V functional and the def2-TZVPD basis.

The geometry in XYZ format:
```
9
Properties=species:S:1:pos:R:3:forces:R:3
C -1.789 0.679 0.246 -0.2 1.5 -0.4
O 2.674 -1.334 0.265 3.6 -2.0 0.4
O 0.321 -0.942 0.961 1.8 -0.2 -1.1
F -2.525 0.905 -0.824 -0.2 0.0 -0.4
S 1.576 1.186 -0.508 1.4 -0.2 -0.3
S 1.439 -0.790 0.002 -6.9 2.4 -1.1
Cl -0.561 1.716 0.480 -1.4 -0.4 0.7
H -1.910 -0.298 0.629 0.4 -0.6 0.7
H 0.774 -1.123 -1.251 1.5 -0.5 1.5
```
Forces are in eV/Å.

gap between HOMO and LUMO (alpha / beta): 8.3 / 7.2 eV
multiplicity: 1
calculated total energy: -42069.9340 eV
energy above the lowest of the compared OMol25 structures with the same formula, charge and spin: 90.6 kcal per mole
LUMO level (alpha / beta): -0.93 / -1.87 eV


6.
Computed, not measured: CH2ClFOS as an isolated structure in a non-equilibrium geometry, with the ωB97M-V functional and the def2-TZVPD basis.

The geometry in XYZ format:
```
7
Properties=species:S:1:pos:R:3:forces:R:3
C -1.047 -0.004 -0.688 -0.5 -2.6 -0.9
O 0.228 -0.202 -0.466 1.1 0.1 0.4
F -1.444 1.260 -0.558 -0.5 2.6 -0.1
S 3.255 -0.063 2.399 -0.4 0.0 0.0
Cl 1.919 -0.144 1.022 0.1 -0.1 -0.5
H -1.265 -0.317 -1.836 0.0 0.2 2.3
H -1.647 -0.529 0.128 0.1 -0.2 -1.3
```
Forces are in eV/Å.

gap between HOMO and LUMO (alpha / beta): 4.5 / 4.6 eV
multiplicity: 1
calculated total energy: -29186.5746 eV
energy above the lowest of the compared OMol25 structures with the same formula, charge and spin: 93.2 kcal per mole
LUMO level (alpha / beta): -4.14 / -4.15 eV


7.
Computed, not measured: a 2-piece molecular cluster, CH2ClFP2 overall in a non-equilibrium geometry, with the ωB97M-V functional and the def2-TZVPD basis.

The geometry in XYZ format:
```
7
Properties=species:S:1:pos:R:3:forces:R:3
C 1.318 -0.190 0.414 0.8 1.0 0.3
F -2.517 0.894 0.589 -0.1 0.1 0.1
P -0.033 -0.584 -0.395 -0.1 -0.1 -2.6
P -3.034 -0.380 -0.237 -0.1 0.0 0.0
Cl 2.667 0.836 -0.044 -0.6 -0.8 0.3
H 1.251 -0.507 1.440 0.7 0.2 0.5
H 0.349 -0.069 -1.767 -0.5 -0.4 1.4
```
Forces are in eV/Å.

gap between HOMO and LUMO (alpha / beta): 7.0 / 7.0 eV
multiplicity: 1
calculated total energy: -34883.3364 eV
energy above the lowest of the compared OMol25 structures with the same formula, charge and spin: 74.6 kcal per mole
LUMO level (alpha / beta): -1.27 / -1.09 eV


8.
Computed, not measured: a 2-piece molecular cluster, CH2ClI3Si overall in a non-equilibrium geometry, with the ωB97M-V functional and the def2-TZVPD basis.

The geometry in XYZ format:
```
8
Properties=species:S:1:pos:R:3:forces:R:3
C 1.058 -0.326 -0.237 -1.5 1.4 -1.8
Si -0.625 0.598 0.238 -0.8 -2.3 0.9
Cl 1.729 0.680 -1.555 0.7 1.0 -0.3
I -1.887 2.071 -1.343 0.9 -1.0 0.9
I -1.931 -2.496 0.589 0.6 1.8 -0.4
I -1.038 1.070 2.670 0.4 0.0 -1.4
H 0.899 -1.181 -0.882 -0.6 -0.8 1.2
H 1.795 -0.416 0.520 0.3 -0.3 0.9
```
Forces are in eV/Å.

gap between HOMO and LUMO: 6.5 eV
multiplicity: 1
calculated total energy: -45772.2364 eV
energy above the lowest of the compared OMol25 structures with the same formula, charge and spin: 55.9 kcal per mole
LUMO level: -2.12 eV


9.
Computed, not measured: a 2-piece molecular cluster, CH2ClI3Si overall in a non-equilibrium geometry, with the ωB97M-V functional and the def2-TZVPD basis.

The geometry in XYZ format:
```
8
Properties=species:S:1:pos:R:3:forces:R:3
C 0.459 -0.273 0.854 1.5 5.2 1.1
Si -0.775 0.999 -0.019 0.0 -0.6 1.7
Cl 2.014 -0.128 -0.068 -0.1 -0.5 0.0
I -2.019 0.406 -1.979 0.1 -0.5 -0.5
I -0.755 -3.242 -1.408 0.0 0.1 0.0
I 0.174 3.203 -0.251 0.3 0.0 -0.1
H 0.163 -1.253 0.970 -0.6 -2.1 0.2
H 0.738 0.288 1.901 -1.0 -1.6 -2.4
```
Forces are in eV/Å.

gap between HOMO and LUMO (alpha / beta): 8.5 / 4.4 eV
multiplicity: 1
calculated total energy: -45771.1639 eV
energy above the lowest of the compared OMol25 structures with the same formula, charge and spin: 80.6 kcal per mole
LUMO level (alpha / beta): -1.39 / -3.25 eV


10.
Computed, not measured: CH2ClI3Si as an isolated structure in a non-equilibrium geometry, with the ωB97M-V functional and the def2-TZVPD basis.

The geometry in XYZ format:
```
8
Properties=species:S:1:pos:R:3:forces:R:3
C -0.429 -0.216 -0.462 1.9 1.7 -0.5
Si -2.216 0.192 -0.074 -0.9 -1.2 0.5
Cl 0.159 1.211 -1.580 -0.4 -1.2 0.4
I -3.338 1.624 -1.664 0.0 -0.5 0.2
I -3.690 -2.809 -0.081 1.0 2.1 0.0
I -2.276 1.245 2.159 -0.1 -0.5 -0.7
H -0.007 -1.144 -0.826 -0.8 -0.2 -0.6
H 0.268 0.023 0.345 -0.8 -0.1 0.6
```
Forces are in eV/Å.

gap between HOMO and LUMO: 6.7 eV
multiplicity: 1
calculated total energy: -45772.5541 eV
energy above the lowest of the compared OMol25 structures with the same formula, charge and spin: 48.6 kcal per mole
LUMO level: -2.41 eV


Question: Which value of energy above the lowest of the compared OMol25 structures with the same formula, charge and spin does entry 1 give?
Answer: 12.0 kcal per mole


Question: Number 8 is which compound?
Answer: CH2ClI3Si